{"formula": "C7H12", "method": "the ωB97M-V functional and the def2-TZVPD basis", "de_lowest_kj_mol": 459.0, "e_homo_ev": -7.65, "e_lumo_ev": 0.8476, "species": ["C", "C", "C", "C", "C", "C", "C", "H", "H", "H", "H", "H", "H", "H", "H", "H", "H", "H", "H"], "xyz": [[2.48721, 0.20911, -0.77650], [1.15402, -0.53036, -0.74855], [0.45732, -0.56085, 0.57288], [-0.68597, 1.24957, 0.95250], [-1.75887, 0.19168, 0.90207], [-1.94833, -0.45758, -0.43534], [-0.97350, -1.04437, 0.55098], [3.01921, 0.03268, -1.71762], [3.12525, -0.11407, 0.05128], [2.33778, 1.29127, -0.68117], [0.52963, -0.24001, -1.60995], [1.33315, -1.61244, -0.88782], [0.39537, 0.62629, 1.13831], [-0.63575, 1.94479, 0.11243], [-0.62357, 1.78504, 1.90468], [-2.57427, 0.20419, 1.61969], [-2.87750, -1.00171, -0.58218], [-1.58807, 0.06167, -1.32187], [-1.17312, -2.03490, 0.95616]], "forces_ev_per_angstrom": [[0.1, 0.0, 0.0], [0.0, 0.0, 0.0], [-0.1, 0.1, -0.2], [-0.1, 0.1, -0.1], [-0.1, 0.0, 0.1], [-0.1, 0.0, -0.2], [0.0, -0.2, 0.1], [-0.1, 0.0, 0.1], [-0.1, 0.0, -0.1], [0.0, -0.1, 0.0], [0.1, 0.0, 0.1], [0.0, 0.1, 0.0], [0.1, 0.0, 0.1], [0.0, -0.1, 0.1], [0.1, -0.1, -0.1], [0.2, 0.0, -0.1], [0.1, 0.1, 0.1], [0.0, -0.1, 0.2], [0.0, 0.2, -0.1]], "mulliken_charge": [-1.221, -0.202, -0.617, -0.822, -0.121, -0.783, 0.089, 0.378, 0.314, 0.300, 0.265, 0.274, 0.164, 0.342, 0.384, 0.371, 0.288, 0.158, 0.439]}

{"formula": "C29H38N4OOsP2", "method": "the ωB97M-V functional and the def2-TZVPD basis", "charge": 2, "de_lowest_kj_mol": 54.8, "e_homo_ev": [-13.41, -13.56], "spin_multiplicity": 5, "e_lumo_ev": [-6.2104, -10.0343], "species": ["Os", "C", "C", "C", "C", "C", "C", "C", "C", "C", "H", "H", "H", "H", "H", "H", "H", "H", "H", "H", "H", "H", "H", "H", "H", "P", "P", "N", "N", "N", "N", "C", "C", "C", "C", "C", "C", "C", "C", "C", "C", "C", "C", "C", "C", "C", "C", "C", "C", "H", "H", "H", "H", "H", "H", "H", "H", "H", "H", "H", "H", "H", "H", "H", "H", "H", "H", "H", "H", "C", "C", "O", "H", "H", "H"], "xyz": [[0.01901, 0.61838, 1.89735], [-1.73644, 1.66158, -3.60437], [-1.82809, 0.33778, -3.42843], [-0.96395, -0.67122, -4.09929], [0.54956, -0.36360, -4.15733], [1.15517, 0.45554, -3.05428], [0.96850, 1.76841, -2.87766], [0.57040, 2.62830, -4.03784], [-0.81850, 2.32507, -4.60432], [1.29390, 1.09812, 3.44794], [-2.44458, 2.35591, -3.15724], [-2.74412, -0.11094, -3.04715], [-1.30454, -0.82872, -5.13561], [-1.10590, -1.64303, -3.60661], [1.08347, -1.32930, -4.15509], [0.75528, 0.09088, -5.14014], [2.02447, -0.02614, -2.59927], [1.28077, 2.31738, -1.98792], [1.30473, 2.50115, -4.85767], [0.60611, 3.68240, -3.76195], [-1.29712, 3.26749, -4.92115], [-0.71747, 1.71450, -5.51391], [0.72897, 1.79400, 4.07669], [2.19833, 1.62435, 3.14348], [1.58461, 0.25068, 4.08387], [1.61571, -0.49620, 0.82746], [-1.36702, -0.89110, 0.91162], [2.66891, 0.78772, 0.26181], [2.76219, -1.57492, 1.57697], [-2.30830, 0.46261, 0.13245], [-2.68275, -1.81591, 1.57105], [0.91280, -1.40679, -0.55667], [-0.55897, -1.84939, -0.39333], [2.42309, 2.10266, 0.65138], [3.54718, 2.86308, 0.37128], [4.49412, 1.99647, -0.25838], [3.92663, 0.73204, -0.32268], [3.61190, -1.26194, 2.64143], [4.28013, -2.40989, 3.03566], [3.83592, -3.47683, 2.19248], [2.90190, -2.94047, 1.31823], [-1.87657, 1.74511, 0.40829], [-2.59779, 2.65256, -0.33975], [-3.53174, 1.90152, -1.09094], [-3.30839, 0.54794, -0.81202], [-4.02002, -1.87730, 1.15198], [-4.74136, -2.63361, 2.06114], [-3.82096, -3.08850, 3.06452], [-2.56702, -2.59528, 2.73237], [1.55943, -2.24693, -0.82824], [0.93501, -0.70916, -1.39162], [-1.13953, -1.70651, -1.32144], [-0.62419, -2.91210, -0.10001], [1.48067, 2.34122, 1.14856], [3.63322, 3.91044, 0.61354], [5.47547, 2.28608, -0.60688], [4.29927, -0.19176, -0.73604], [3.65601, -0.24445, 3.01700], [5.00202, -2.48188, 3.84052], [4.15020, -4.50872, 2.21940], [2.32711, -3.41095, 0.53853], [-1.14610, 1.98871, 1.21061], [-2.43967, 3.72826, -0.33314], [-4.23633, 2.28990, -1.80934], [-3.75054, -0.35117, -1.20414], [-4.33986, -1.37219, 0.25852], [-5.80122, -2.82777, 2.00631], [-4.04945, -3.69927, 3.92491], [-1.60166, -2.74420, 3.19660], [-1.10127, -0.24769, 4.69198], [-1.38862, 0.43999, 3.37207], [-2.49356, 0.95762, 3.16806], [-0.91540, -1.31959, 4.53443], [-1.99891, -0.16451, 5.33053], [-0.25423, 0.20411, 5.22080]], "forces_ev_per_angstrom": [[-0.1, -1.5, 2.2], [0.1, 0.9, -0.3], [-0.4, -0.6, -0.8], [0.5, -0.2, 0.1], [0.2, -0.9, 0.1], [0.5, -1.8, -1.4], [-0.3, 2.2, 0.1], [-0.2, 0.7, -0.6], [-0.1, 0.0, -0.3], [1.0, 0.8, 0.9], [0.0, -0.5, 0.1], [0.3, 0.4, 0.4], [-0.1, 0.0, 0.2], [0.1, 0.2, -0.1], [-0.2, 0.4, -0.2], [0.2, 0.2, 0.3], [-0.2, 0.4, 0.3], [0.2, -0.5, 0.1], [0.0, 0.1, 0.5], [0.1, -0.1, 0.2], [0.3, -0.4, 0.1], [-0.2, 0.0, 0.2], [0.0, 0.0, 0.0], [0.1, -0.2, 0.0], [-0.1, 0.0, -0.4], [2.8, 0.9, 0.2], [-3.6, 0.4, -1.0], [-0.5, -0.8, -0.3], [-0.8, 0.3, -0.4], [1.1, -1.2, 0.4], [0.9, 0.0, -0.3], [-0.1, -0.9, -0.7], [0.0, -0.6, 0.0], [0.9, 0.4, -0.2], [-1.2, -0.7, 0.1], [-0.6, -0.7, 0.0], [0.5, 0.9, 0.1], [0.3, -0.4, 0.4], [-0.7, 0.8, -0.5], [-1.0, 0.9, -0.7], [0.6, -0.6, 0.6], [-0.1, 0.7, -0.6], [0.5, -0.2, 0.4], [0.3, -1.2, 0.2], [-0.1, 1.0, 0.0], [-0.5, -0.5, 0.7], [1.2, 0.6, -0.6], [1.0, 0.6, -0.7], [-1.0, -0.3, 0.2], [-0.2, 0.1, -0.2], [0.1, 0.0, 0.4], [0.3, -0.2, 0.3], [-0.1, 0.4, -0.1], [0.5, 0.3, -0.2], [0.2, 0.0, -0.1], [-0.1, -0.2, 0.0], [0.1, 0.0, 0.2], [0.1, -0.3, -0.1], [-0.1, 0.1, -0.2], [0.0, 0.1, 0.0], [0.1, -0.1, 0.1], [-0.8, 0.6, -0.5], [-0.2, -0.3, 0.1], [-0.2, -0.1, 0.2], [-0.2, 0.2, 0.0], [-0.1, -0.1, 0.3], [0.1, 0.0, 0.0], [0.1, 0.0, -0.1], [-0.2, 0.0, 0.0], [-0.3, -0.4, 0.5], [-3.9, 1.7, 1.1], [2.6, -1.0, 0.4], [0.2, 0.4, 0.1], [0.3, 0.0, -0.4], [-0.2, -0.2, -0.3]], "lowdin_spin": [1.717, 0.113, 0.104, 0.017, 0.042, 0.271, 0.238, 0.026, 0.020, 0.202, 0.003, 0.003, 0.007, 0.006, 0.000, 0.024, 0.011, 0.008, 0.006, 0.003, 0.004, 0.003, 0.030, 0.021, 0.024, 0.096, 0.083, 0.038, 0.004, 0.045, 0.006, 0.032, 0.012, 0.050, 0.005, 0.004, 0.005, 0.000, 0.002, 0.001, 0.001, 0.064, 0.011, 0.024, 0.036, 0.001, 0.001, 0.001, 0.002, 0.003, 0.007, 0.001, 0.001, 0.030, 0.000, 0.001, 0.000, 0.000, 0.000, 0.000, 0.000, 0.030, 0.000, 0.001, 0.000, 0.000, 0.000, 0.000, 0.001, 0.064, 0.192, 0.234, 0.001, 0.006, -0.001]}

Which maximum force belongs to each record? In order, 0.23; 4.41 eV Å⁻¹.